Entry 1:
# C13H28GdNO4P2

A structure of composition C13H28GdNO4P2 at a distorted geometry (ωB97M-V/def2-TZVPD, the OMol25 dataset).

Properties
Max |F| ... 2.715 eV/Å
ΔE to the lowest compared entry with this formula, charge and spin ... 61.4 kJ/mol
Kohn-Sham gap (alpha / beta) ... 0.2305 / 0.2476 Eh
Spin multiplicity ... 8
LUMO level (alpha / beta) ... -0.13 / 0.33 eV
Charge ... 0
Calculated total energy ... -2316.1821 hartree

```
49
Properties=species:S:1:pos:R:3:forces:R:3:lowdin_spin:R:1
C -3.390 2.077 -0.457 -0.1841 0.1136 0.1685 0.00
C 1.321 1.845 -3.743 1.1051 -0.0002 0.5870 0.00
H -3.406 -2.134 4.131 -0.0986 0.0223 0.0085 0.00
H 3.701 0.391 -0.914 -0.9774 -0.2664 -0.0675 0.00
H -2.534 1.384 -2.918 0.1130 -0.1770 -0.2670 0.00
O 1.783 1.054 2.785 -1.7833 0.1620 2.0403 0.00
H 2.576 -3.425 -0.310 0.2580 -0.4823 -0.2856 0.00
H -0.737 -2.085 -0.247 -0.3334 -0.4533 -0.3931 -0.19
C -4.118 -0.610 -1.011 -0.2878 -0.1451 0.2383 -0.01
C 1.676 0.782 -1.603 0.4111 -0.8044 1.2898 0.00
C 3.416 -1.174 1.738 0.1490 -0.2755 0.2470 0.00
H 2.481 -2.351 -1.734 -0.0608 -0.0236 0.1531 0.00
C -0.028 1.506 -3.628 -0.7834 -0.3021 0.4927 0.00
H 3.981 -2.403 -0.769 0.0410 -0.0650 -0.0471 0.00
H -3.709 2.130 0.590 -0.0691 0.1400 -0.2137 0.00
H 1.702 2.337 -4.641 -0.1554 -0.0996 0.2728 0.00
H -2.837 -3.603 3.338 0.0490 0.0091 -0.0338 0.00
H -2.636 2.851 -0.635 -0.1328 -0.1049 0.0203 0.00
C -1.969 0.590 -2.420 -0.3594 -0.1316 0.1568 0.00
H 2.860 3.123 0.721 0.3489 -0.7303 0.0698 0.00
C 2.181 1.516 -2.713 -0.4823 0.3838 -0.9568 0.00
C 2.894 -2.475 -0.734 -0.1428 -0.8530 0.3533 -0.01
H -0.884 1.107 2.178 -0.0785 1.0241 0.8116 0.01
P -2.670 0.434 -0.734 0.3608 0.0815 -0.3525 -0.01
C -0.495 0.907 -2.458 0.5551 0.5018 -0.4485 0.00
O -0.517 -1.847 2.728 -0.8564 -0.0712 0.4465 -0.01
C 2.614 0.208 -0.712 0.1008 0.2730 0.7044 0.00
O 3.165 2.286 1.125 -0.0520 1.5013 -0.1301 0.00
H -0.746 1.716 -4.413 0.1728 -0.0010 0.0332 0.00
H 2.944 1.561 0.488 -0.0115 -0.0494 -0.5595 0.00
C -2.522 -2.665 3.796 0.1513 -0.0170 0.1852 0.00
H -1.861 -2.874 4.631 -0.0101 -0.1377 0.0876 0.00
N 0.298 0.595 -1.396 0.4993 0.2250 -1.1528 -0.01
O -2.478 -1.125 1.961 0.6632 -0.5069 0.9757 -0.01
H -0.133 1.103 2.224 -0.4605 0.9528 0.9047 0.01
H 1.504 1.626 3.543 0.3308 -0.9038 -0.7165 0.00
C -1.790 -1.838 2.790 0.0273 0.7077 -1.0911 0.00
H 3.248 -0.333 2.423 0.0550 -0.3598 -0.4176 0.00
H -2.173 -0.363 -2.943 0.1831 0.3589 0.1661 0.00
P 2.228 -1.216 0.367 0.4583 1.7631 -1.2248 -0.01
H 4.442 -1.176 1.367 0.0480 0.0036 0.0428 0.00
H -4.451 -0.987 -0.038 -0.0572 0.0198 -0.2021 0.00
H 3.228 -2.098 2.297 0.2258 0.0717 0.0430 0.00
H -4.250 2.220 -1.121 0.1168 0.1855 0.1240 0.00
H -3.847 -1.460 -1.643 -0.0486 0.0965 0.1398 0.00
H -4.913 -0.024 -1.480 -0.0128 -0.1914 -0.0308 0.00
H 3.263 1.707 -2.745 -0.6307 -0.0760 -0.1122 0.00
H 2.070 1.700 2.131 0.9682 0.5729 -0.6063 0.00
Gd -0.484 -0.490 0.811 0.6775 -1.9420 -1.4532 7.25
```
Positions in Å, forces in eV/Å.

=====

Entry 2:
# C13H28N2O6

A cluster of 2 separate species, C13H28N2O6 in total at a distorted geometry (ωB97M-V/def2-TZVPD, the OMol25 dataset).

Properties
Max |F| ... 1.842 eV/Å
Kohn-Sham gap ... 0.3586 Eh
Spin multiplicity ... 1
SMILES ... CC[C@H](C)[C@H](NC(C)=O)C(=O)NC.OC[C@@H](O)[C@@H](O)CO
LUMO level ... 0.46 eV
Charge ... 0
Calculated total energy ... -1073.1073 hartree

```
49
Properties=species:S:1:pos:R:3:forces:R:3:lowdin_charge:R:1
C -3.551 2.884 1.281 -0.9990 1.4426 0.5593 -0.56
C -4.973 2.409 1.103 0.0780 -0.0192 0.0460 0.00
H 2.463 -5.589 -2.255 0.1330 0.6111 0.2172 0.10
H 0.349 -3.956 -2.034 0.1142 -0.3165 -0.2538 0.14
C 3.873 -2.471 -0.399 0.3368 -0.4592 0.2948 -0.18
H -1.033 -0.585 4.160 0.0166 0.0788 0.0673 0.07
H -2.879 2.854 -1.622 -0.0770 -0.1578 -0.1334 0.07
C 2.501 -2.555 -1.073 0.7204 0.5226 0.5132 -0.32
C -1.836 2.643 -1.862 0.0525 0.2877 0.4667 -0.06
N -2.592 2.009 0.978 1.4219 -0.8390 -0.3677 0.10
N -0.958 3.491 -1.058 -0.6259 -0.6054 -1.2052 0.05
O -3.332 4.015 1.686 0.4238 -0.1783 -0.0843 0.07
H 1.670 0.178 1.220 -0.0281 -0.0266 0.0435 0.07
H -5.149 2.181 0.054 -0.1593 -0.1677 -0.0817 0.08
H 0.321 0.493 3.792 -0.0437 0.0610 0.1089 0.07
C 1.160 1.142 1.186 -0.4440 0.2218 -0.1411 -0.05
H 1.593 -4.540 -4.573 -0.2993 0.0615 0.5828 0.10
H -5.650 3.199 1.424 0.1394 -0.0918 -0.0624 0.09
H 3.200 -3.341 -2.954 0.0820 0.1204 -0.0478 0.15
H 4.657 -2.384 -1.159 -0.0911 0.0518 -0.0922 0.13
H -2.874 1.098 0.659 0.0478 -0.0439 -0.0337 0.13
H -0.529 0.522 0.051 -0.1013 -0.0858 -0.1865 0.12
H -1.881 -0.379 1.862 -0.0973 -0.1343 -0.0131 0.09
H -0.549 4.293 -1.513 0.0534 -0.0404 0.1373 0.14
C -0.359 0.935 1.046 0.2241 -0.2029 0.2802 -0.32
O 3.908 -1.325 0.469 0.0523 -0.1404 0.0212 -0.08
C -1.151 2.265 1.154 -0.3231 -0.3031 -0.1609 -0.17
C -0.582 3.361 0.222 0.5796 0.6911 0.9833 -0.46
O 0.243 4.151 0.665 -0.1588 -0.4729 0.2826 0.05
H 0.810 -2.799 -3.291 0.0265 -0.0407 0.1116 0.13
H -1.008 2.656 2.162 0.0531 0.2372 -0.1167 0.15
H 4.762 -1.275 0.936 -0.5933 -0.1548 -0.4521 0.11
H 1.388 1.699 2.096 0.1056 0.0116 -0.0860 0.09
H 4.060 -3.385 0.176 -0.0718 0.0411 -0.0957 0.13
C 1.090 -3.742 -2.811 0.4659 0.5643 -0.5629 -0.19
H 1.547 1.700 0.333 0.0837 0.0966 0.1063 0.08
H -1.676 2.852 -2.921 0.0891 -0.0022 0.1532 0.09
H 1.753 -2.808 -0.313 -0.0703 -0.0959 0.0192 0.15
H -1.350 1.111 3.768 0.0595 0.0355 0.1475 0.07
O 2.213 -1.262 -1.615 -0.0791 -0.1967 -0.0099 -0.03
O 2.822 -4.909 -1.651 0.0346 0.2981 0.1087 -0.03
H -0.264 -1.045 1.902 0.0285 -0.0032 -0.1899 0.11
C -0.713 0.256 3.544 -0.0461 -0.0648 -0.5365 -0.09
H 2.530 -0.604 -0.963 -0.1421 -0.4968 -0.3680 0.08
C -0.838 -0.132 2.062 -0.0873 0.3863 0.1414 -0.22
H -5.137 1.523 1.714 -0.1502 -0.1661 -0.0844 0.08
H -1.623 1.589 -1.682 -0.0679 0.0140 -0.0700 0.07
O 1.097 -4.805 -3.778 -0.0201 0.0358 0.0966 -0.07
C 2.480 -3.622 -2.179 -0.6460 -0.3644 -0.0534 -0.32
```
Positions in Å, forces in eV/Å.

=====

Entry 3:
# C13H28N2O6PRu

A structure of composition C13H28N2O6PRu at a distorted geometry (ωB97M-V/def2-TZVPD, the OMol25 dataset).

Properties
Max |F| ... 2.373 eV/Å
Kohn-Sham gap (alpha / beta) ... 0.1964 / 0.1963 Eh
Spin multiplicity ... 2
LUMO level (alpha / beta) ... -8.14 / -7.94 eV
Charge ... +2
Calculated total energy ... -1508.6924 hartree

```
51
Properties=species:S:1:pos:R:3:forces:R:3:lowdin_spin:R:1
H -4.590 -2.681 2.325 0.0158 0.0065 -0.0243 0.00
H -0.952 1.503 -3.246 -0.0386 -0.0090 -0.0595 0.00
H 2.733 -1.561 -3.699 -0.0350 0.0065 -0.0023 0.00
C -1.331 2.502 -0.971 -0.0412 -0.0992 0.0666 0.00
H -2.107 -2.096 3.764 0.0310 -0.0080 -0.0166 0.00
C 2.624 -0.526 -3.377 -0.0080 -0.0048 -0.0157 0.00
C -0.844 5.142 0.023 0.0109 -0.0041 0.0389 0.00
O 1.072 -2.155 0.591 -0.6957 0.4413 0.3909 0.00
H 0.465 0.900 -5.133 0.0497 0.0163 0.0211 0.00
C 1.625 -2.459 -0.446 -0.5309 1.0642 -0.2251 0.04
H 1.853 -5.525 -0.436 0.0304 -0.0379 0.0186 0.00
H -3.809 0.398 1.069 -0.0122 0.0257 0.0081 0.00
H -0.928 3.068 -1.810 0.0094 0.0055 -0.0344 0.00
C -3.176 0.024 1.873 -0.1128 -0.0606 0.0560 0.00
H -0.021 4.473 2.662 -0.0332 0.0058 -0.0195 0.00
P -2.623 -1.632 1.460 -0.0495 0.0649 -0.1769 0.01
H -0.689 -1.519 2.875 0.0762 0.0437 0.0364 0.00
H 3.194 0.117 -4.046 -0.0277 0.0201 -0.0235 0.00
H 1.216 -0.663 -5.449 0.0111 -0.0272 0.0078 0.00
N 1.205 -0.144 -3.433 0.1873 0.0789 -0.1315 0.00
O -0.073 1.752 0.940 -0.0612 -0.8645 0.2002 0.01
H -4.715 -2.309 0.586 -0.0228 -0.0249 0.0095 0.00
C 0.566 0.256 -2.360 0.0733 -0.0014 -0.0654 0.00
H -2.315 0.682 1.994 0.0186 0.0593 0.0198 0.00
O -1.831 -1.629 0.140 0.1946 0.4883 0.6169 0.03
H 1.204 3.344 2.055 0.0115 -0.0305 -0.0188 0.00
H -0.143 5.971 0.050 0.0400 -0.0198 -0.0222 0.00
H -3.743 -3.693 1.128 -0.0547 -0.0078 0.0080 0.00
C -4.057 -2.678 1.373 0.0372 -0.1333 -0.0734 0.00
H -1.130 4.972 -1.010 0.0292 -0.0243 -0.0250 0.00
H -3.739 0.020 2.808 -0.0156 0.0028 -0.0427 0.00
C 1.070 -4.779 -0.490 0.0237 -0.0273 0.0607 0.00
C -0.486 2.732 0.265 0.1766 0.2837 -0.1319 0.00
C -1.573 -2.158 2.814 -0.1336 -0.1039 0.0355 0.00
H 1.277 5.058 1.605 -0.0034 0.0089 -0.0202 0.00
H 0.296 -5.076 -1.187 -0.0320 0.0033 -0.0307 0.00
Ru -0.114 -0.270 0.406 1.5702 -0.7375 -1.6199 0.85
H -1.249 -3.185 2.648 0.0335 -0.0024 0.0203 0.00
H 2.996 -0.416 -2.366 -0.0398 -0.0163 0.0115 0.00
N -0.202 3.966 0.620 -0.0209 -0.0098 0.1945 0.00
O 1.703 -3.568 -1.060 0.0976 -0.0911 0.2091 0.01
H 0.668 -4.546 0.489 -0.0138 -0.0188 0.0414 0.00
O 1.116 0.292 -1.220 -0.4911 -0.1352 0.3500 0.01
C 0.616 4.221 1.814 -0.0368 0.0255 -0.0080 0.00
C 0.575 -0.119 -4.762 0.0220 0.0362 0.0772 0.00
H -0.398 -0.605 -4.749 0.0111 -0.0340 0.0263 0.00
H -2.349 2.845 -0.773 -0.0250 0.0767 -0.0467 0.00
O -1.377 1.120 -1.254 -0.2743 -0.0763 0.1350 0.00
H -1.730 5.422 0.594 0.0078 -0.0241 0.0258 0.00
C -0.879 0.703 -2.508 0.1000 -0.1181 0.1519 0.00
H -1.492 -0.133 -2.843 -0.0589 -0.0116 -0.0040 0.00
```
Positions in Å, forces in eV/Å.